[1]
110
Properties=species:S:1:pos:R:3:forces:R:3:lowdin_charge:R:1 method="wB97M-V/def2-TZVPD" molar_mass_g_mol=1092.80 e_tot_ev=-221343.0770 spin_multiplicity=1 lumo_energy_ev=-0.06 homo_ev=-8.158 max_force_ha_per_bohr=0.02649
Bi -1.4404 -1.1835 -0.4554 0.38 0.02 0.01 1.733
Se -1.8061 1.7056 -1.1022 -0.59 1.23 0.01 0.665
Se -3.3969 3.0883 0.0266 0.28 -0.37 0.15 0.690
C -3.8445 1.8617 1.4708 0.12 -0.34 -0.03 -0.647
C -4.4132 2.3790 2.6308 0.03 0.10 -0.07 -0.118
C -4.6819 1.5078 3.6730 -0.04 0.09 0.01 -0.070
C -4.3974 0.1598 3.5246 0.01 -0.07 0.01 -0.060
C -3.8709 -0.2691 2.3184 -0.03 0.11 -0.17 -0.133
N -3.5947 0.5685 1.3108 0.04 0.08 0.00 0.015
C -3.1497 0.8671 -2.1965 -0.11 -0.51 -0.17 -0.651
C -3.9103 1.5412 -3.1387 0.14 0.00 0.06 -0.100
C -4.7886 0.8003 -3.9101 -0.05 0.07 -0.06 -0.050
C -4.8905 -0.5699 -3.7184 -0.05 -0.02 -0.01 -0.039
C -4.1154 -1.1648 -2.7405 0.18 0.13 0.25 -0.092
N -3.2662 -0.4441 -1.9980 -0.05 0.22 -0.25 -0.085
H -4.6306 3.4365 2.7074 0.04 0.00 0.06 0.097
H -5.1133 1.8780 4.5954 0.02 0.02 -0.03 0.109
H -4.5884 -0.5474 4.3220 -0.02 0.02 -0.06 0.104
H -3.6776 -1.3234 2.1313 -0.03 0.09 -0.04 0.094
H -3.8001 2.6087 -3.2600 -0.01 0.02 -0.04 0.103
H -5.3851 1.2922 -4.6692 0.01 -0.02 0.03 0.113
H -5.5590 -1.1702 -4.3200 0.00 0.00 0.03 0.110
H -4.1360 -2.2250 -2.5199 0.03 0.02 -0.04 0.116
O -2.0395 -5.2694 -0.6045 0.04 -0.01 -0.10 -0.296
S -2.0010 -3.8642 -0.3399 -0.03 -0.24 0.17 0.234
O -3.0868 -3.3256 0.4946 -0.01 -0.09 0.01 -0.412
O -0.6921 -3.3848 0.2644 -0.08 -0.04 0.18 -0.514
O -2.0259 -3.0164 -1.6384 -0.03 -0.06 0.07 -0.531
O 0.2492 0.1784 1.1863 -0.15 -0.18 0.01 -0.398
P 0.3977 0.4865 2.6368 -0.04 0.11 0.22 0.544
N -0.5419 -0.4697 3.5999 0.29 -0.18 0.09 -0.160
C -0.4264 -0.4179 5.0779 -0.11 -0.05 -0.14 -0.198
C -0.5886 -1.8694 5.5292 -0.11 0.01 -0.07 -0.164
C -1.4619 -2.4787 4.4316 0.07 0.03 0.02 -0.151
C -0.9180 -1.8396 3.1621 0.10 0.02 0.09 -0.200
N 1.9611 0.3071 3.2022 0.00 -0.09 -0.17 -0.185
C 2.9845 1.2642 2.7464 -0.01 -0.08 0.15 -0.202
C 4.2806 0.6101 3.1998 -0.02 -0.11 -0.02 -0.166
C 4.0308 -0.8730 2.9040 -0.03 0.13 0.03 -0.155
C 2.5296 -1.0665 3.1715 0.05 0.12 0.06 -0.174
N 0.0095 2.0647 2.9426 0.30 0.17 -0.16 -0.169
C 0.2270 3.0742 1.8852 -0.01 0.02 0.15 -0.206
C -0.2327 4.3561 2.5579 0.04 -0.06 0.09 -0.165
C 0.3366 4.1890 3.9696 -0.09 -0.01 -0.07 -0.164
C 0.1092 2.7020 4.2740 -0.07 -0.01 -0.15 -0.192
H -1.2253 0.2055 5.4898 0.00 0.01 -0.01 0.106
H 0.5301 0.0033 5.3906 0.02 0.02 -0.05 0.098
H -1.0357 -1.9353 6.5209 0.04 -0.03 0.00 0.109
H 0.3818 -2.3701 5.5568 -0.01 0.01 -0.01 0.105
H -2.5068 -2.1949 4.5779 0.00 0.00 0.00 0.103
H -1.4025 -3.5641 4.3836 -0.05 -0.01 0.01 0.120
H -1.6560 -1.8221 2.3679 -0.02 0.02 -0.04 0.041
H -0.0605 -2.4074 2.7916 0.00 0.04 -0.03 0.105
H 2.8269 2.2401 3.2087 -0.04 0.01 -0.03 0.106
H 2.9766 1.3875 1.6553 -0.02 0.00 -0.01 0.109
H 4.4111 0.7654 4.2733 0.01 0.02 -0.02 0.113
H 5.1531 1.0083 2.6818 -0.01 -0.01 0.03 0.111
H 4.6388 -1.5309 3.5217 0.03 -0.04 -0.03 0.108
H 4.2560 -1.0868 1.8577 -0.01 0.00 0.01 0.097
H 2.3516 -1.5569 4.1310 -0.03 0.01 0.01 0.107
H 2.0750 -1.6781 2.3885 -0.04 0.01 -0.01 0.103
H -0.3284 2.8198 0.9898 -0.12 -0.04 -0.06 0.046
H 1.2850 3.1672 1.6076 -0.01 -0.07 -0.01 0.108
H -1.3236 4.3841 2.5894 -0.02 0.01 -0.05 0.103
H 0.1296 5.2446 2.0412 -0.02 0.01 0.05 0.115
H -0.1403 4.8287 4.7115 0.03 0.02 -0.02 0.109
H 1.4051 4.4153 3.9624 0.00 0.00 0.02 0.107
H -0.8245 2.5567 4.8221 0.01 -0.04 0.01 0.107
H 0.9237 2.2829 4.8700 0.00 -0.04 -0.02 0.101
C 2.9072 -1.1852 -0.9572 -0.04 -0.05 0.01 -0.095
C 2.3027 -1.7745 -2.2471 0.00 0.17 -0.07 -0.583
C 1.6301 -3.0921 -1.8459 -0.01 0.07 0.04 -0.082
C 3.4099 -2.1206 -3.2513 0.01 -0.04 0.06 -0.078
P 1.0431 -0.5062 -2.8766 -0.34 0.07 0.24 0.914
N -0.2296 -0.3631 -1.9489 0.36 -0.25 -0.24 -0.498
C 0.4936 -0.9831 -4.6258 0.09 -0.02 0.11 -0.591
C 1.5132 -0.7173 -5.7397 -0.05 0.03 -0.03 -0.078
C -0.8122 -0.2498 -4.9598 -0.08 0.02 0.01 -0.090
C 0.1356 -2.4797 -4.5929 0.07 -0.02 -0.04 -0.084
C 1.8935 1.2025 -2.9250 -0.07 -0.16 -0.04 -0.579
C 1.0444 2.1444 -3.7920 0.03 0.01 0.03 -0.099
C 1.9011 1.7939 -1.5046 0.02 0.08 0.00 -0.106
C 3.3189 1.2139 -3.4879 0.02 0.00 0.00 -0.081
H 3.3763 -1.9938 -0.3892 0.03 -0.01 -0.07 0.084
H 2.1337 -0.7431 -0.3214 0.04 -0.04 0.00 0.057
H 3.6728 -0.4369 -1.1605 -0.01 -0.01 0.01 0.063
H 2.3914 -3.7114 -1.3613 -0.01 0.01 -0.01 0.096
H 1.2399 -3.6579 -2.6854 0.00 0.02 0.03 0.068
H 0.8324 -2.9561 -1.1233 -0.02 -0.06 0.00 0.030
H 4.1373 -2.7637 -2.7446 -0.03 0.04 -0.01 0.093
H 3.9463 -1.2604 -3.6419 0.01 0.02 0.00 0.056
H 3.0097 -2.6930 -4.0884 0.06 0.02 0.01 0.065
H 1.6799 0.3504 -5.8940 0.02 -0.13 -0.03 0.061
H 1.1143 -1.1215 -6.6767 0.02 0.01 0.05 0.092
H 2.4763 -1.1931 -5.5607 -0.02 -0.01 -0.01 0.061
H -0.6888 0.8166 -5.1281 0.02 0.01 0.02 0.062
H -1.5370 -0.3940 -4.1622 -0.08 0.00 0.06 0.055
H -1.2244 -0.6858 -5.8750 0.05 0.02 0.01 0.089
H 1.0214 -3.1101 -4.6736 -0.05 0.00 0.03 0.068
H -0.5028 -2.7078 -5.4514 0.04 0.02 0.01 0.089
H -0.4144 -2.7502 -3.6888 -0.07 0.02 -0.07 0.065
H 0.0037 2.1464 -3.4761 -0.09 0.01 -0.01 0.046
H 1.1016 1.8984 -4.8513 -0.05 0.04 0.06 0.059
H 1.4308 3.1607 -3.6731 0.00 -0.02 0.01 0.088
H 0.9501 1.6330 -0.9999 0.04 -0.03 0.02 0.005
H 2.0763 2.8731 -1.5771 0.03 -0.05 -0.02 0.090
H 2.6837 1.3732 -0.8763 -0.03 0.02 -0.04 0.053
H 3.3911 0.7151 -4.4551 0.02 0.06 0.04 0.063
H 4.0326 0.7566 -2.8033 0.00 -0.01 -0.06 0.065
H 3.6293 2.2544 -3.6328 -0.02 -0.04 0.04 0.091

***

[2]
10
Properties=species:S:1:pos:R:3:forces:R:3:lowdin_charge:R:1 method="wB97M-V/def2-TZVPD" molar_mass_g_mol=122.00 s_squared=2.0074 e_tot_ev=-24808.2089 spin_multiplicity=3 lumo_energy_ev="0.62 / -3.27" homo_ev="-7.035 / -10.136" max_force_ha_per_bohr=0.13350
C 2.0504 0.2313 -1.1918 -3.98 -2.42 -4.64 -0.436
C -0.4068 -0.2291 0.6070 -1.74 -2.68 -2.77 -0.167
O 1.1315 -2.5045 -0.0812 0.26 6.86 -0.25 -0.411
O 2.2874 -0.2098 1.0867 -1.06 -0.67 -1.50 -0.554
P 3.0163 0.8408 0.0192 4.26 2.89 4.28 0.737
P 1.1630 -0.8710 -0.0362 0.38 -5.62 0.74 0.610
H 1.9825 0.5272 -2.2839 -0.11 -0.75 1.61 0.064
H -0.8274 -1.1395 1.1005 0.08 0.60 -0.53 0.068
H -0.2606 0.4431 1.3516 0.63 2.39 1.98 -0.003
H -1.1591 0.1502 -0.1735 1.30 -0.60 1.07 0.092

***

Repeat the second record exactly.
10
Properties=species:S:1:pos:R:3:forces:R:3:lowdin_charge:R:1 method="wB97M-V/def2-TZVPD" molar_mass_g_mol=122.00 s_squared=2.0074 e_tot_ev=-24808.2089 spin_multiplicity=3 lumo_energy_ev="0.62 / -3.27" homo_ev="-7.035 / -10.136" max_force_ha_per_bohr=0.13350
C 2.0504 0.2313 -1.1918 -3.98 -2.42 -4.64 -0.436
C -0.4068 -0.2291 0.6070 -1.74 -2.68 -2.77 -0.167
O 1.1315 -2.5045 -0.0812 0.26 6.86 -0.25 -0.411
O 2.2874 -0.2098 1.0867 -1.06 -0.67 -1.50 -0.554
P 3.0163 0.8408 0.0192 4.26 2.89 4.28 0.737
P 1.1630 -0.8710 -0.0362 0.38 -5.62 0.74 0.610
H 1.9825 0.5272 -2.2839 -0.11 -0.75 1.61 0.064
H -0.8274 -1.1395 1.1005 0.08 0.60 -0.53 0.068
H -0.2606 0.4431 1.3516 0.63 2.39 1.98 -0.003
H -1.1591 0.1502 -0.1735 1.30 -0.60 1.07 0.092